1.
Formula: C19H50BN11O21
Source: OMol25
Level of theory: ωB97M-V/def2-TZVPD

```
102
Properties=species:S:1:pos:R:3
C 8.4762 -3.7133 0.2589
C 7.8701 -2.5798 -0.6315
B 6.2851 -2.6037 -0.6067
C 5.3775 -1.4847 -1.2874
C 4.0930 -1.2265 -0.4363
C 2.7697 -1.3797 -1.2279
C 1.6209 -1.7149 -0.2538
N 1.2267 -3.1283 -0.2586
C 0.7898 -3.5997 -1.5775
C 0.2593 -3.4179 0.7415
C -0.7176 -2.3584 1.2166
O 0.2205 -4.4904 1.2374
H 9.2452 -3.3431 0.9391
H 7.7031 -4.2104 0.8393
H 8.9736 -4.4250 -0.3996
H 8.1813 -2.7469 -1.6698
H 8.2701 -1.6080 -0.3222
H 5.7388 -3.5006 -0.0338
H 5.0704 -1.8391 -2.2765
H 5.9784 -0.5754 -1.3370
H 4.0828 -0.2306 0.0086
H 4.0779 -1.9611 0.3738
H 2.5393 -0.3925 -1.6341
H 2.8508 -2.0583 -2.0768
H 1.9844 -1.4898 0.7508
H 0.7876 -1.0208 -0.4174
H 0.3445 -2.8161 -2.2015
H 1.6398 -4.0053 -2.1320
H 0.0871 -4.4235 -1.4599
H -0.2748 -1.7596 2.0156
H -0.9339 -1.6867 0.3831
H -1.6313 -2.8196 1.5735
C -2.6761 1.4667 0.9292
N -3.2339 0.0897 0.9654
O -3.5609 -0.3622 2.0472
O -3.3264 -0.4970 -0.0959
H -2.6560 1.8607 1.9349
H -1.6792 1.4033 0.5174
H -3.3256 2.0629 0.2942
C -0.1454 1.4647 4.4463
N 0.0801 0.9783 3.0608
O 0.6400 -0.0909 2.9117
O -0.3179 1.6914 2.1575
H 0.2556 0.7358 5.1419
H 0.3686 2.4175 4.5432
H -1.2075 1.5810 4.5867
C -6.4843 3.4428 -1.6677
N -6.1483 3.5157 -0.2226
O -4.9721 3.4708 0.0907
O -7.0752 3.6168 0.5553
H -5.5650 3.3577 -2.2356
H -7.1125 2.5681 -1.8159
H -7.0124 4.3545 -1.9224
C -7.3503 7.8248 -0.3802
N -7.1364 7.3408 -1.7676
O -6.5854 6.2585 -1.9146
O -7.5250 8.0514 -2.6662
H -6.9522 7.0871 0.3092
H -6.8276 8.7720 -0.2794
H -8.4299 7.9514 -0.2469
C 2.9228 -6.0112 1.0046
N 4.3089 -6.1560 0.4824
O 4.5985 -7.1886 -0.1000
O 5.0654 -5.2248 0.6694
H 2.3659 -6.9097 0.7653
H 2.9918 -5.8713 2.0790
H 2.4797 -5.1399 0.5283
C 0.7683 0.2446 -4.6959
N 0.7726 1.0987 -3.4765
O 1.2355 2.2169 -3.5724
O 0.3101 0.6084 -2.4652
H 1.2074 0.8056 -5.5128
H 1.3541 -0.6432 -4.4735
H -0.2649 -0.0127 -4.9106
C -12.1061 9.0199 0.3928
N -10.6768 8.8929 -0.0028
O -10.3270 7.8492 -0.5303
O -9.9563 9.8397 0.2274
H -12.6212 8.1041 0.1264
H -12.1336 9.1849 1.4660
H -12.5180 9.8693 -0.1441
C -4.7450 1.8531 5.9708
N -3.3223 1.7131 5.5615
O -2.9904 0.6691 5.0356
O -2.5906 2.6619 5.7831
H -5.2690 0.9403 5.7118
H -4.7602 2.0217 7.0438
H -5.1558 2.7040 5.4349
C 4.3451 -8.5906 -3.0466
N 3.0395 -8.9805 -3.6470
O 2.6169 -8.3066 -4.5675
O 2.4845 -9.9501 -3.1713
H 4.7190 -7.7168 -3.5678
H 4.1716 -8.3702 -1.9972
H 5.0231 -9.4311 -3.1635
C 7.7262 1.8334 0.1347
N 8.2358 1.0408 -1.0175
O 9.2092 0.3374 -0.8321
O 7.6355 1.1536 -2.0669
H 8.3532 1.6338 0.9963
H 7.7705 2.8819 -0.1451
H 6.7014 1.5206 0.3175
```

## Properties
SMILES string ... CCBCCCCN(C)C(C)=O.C[N+](=O)[O-].C[N+](=O)[O-].C[N+](=O)[O-].C[N+](=O)[O-].C[N+](=O)[O-].C[N+](=O)[O-].C[N+](=O)[O-].C[N+](=O)[O-].C[N+](=O)[O-].C[N+](=O)[O-]
Total charge ... 0

Atom charges from the Löwdin analysis, given in e for atoms 1 to 99:
1 C -0.12
2 C -0.19
3 B -0.10
4 C -0.14
5 C -0.21
6 C -0.17
7 C -0.19
8 N -0.12
9 C -0.05
10 C -0.50
11 C 0.01
12 O 0.10
13 H 0.06
14 H 0.04
15 H 0.06
16 H 0.11
17 H 0.06
18 H 0.06
19 H 0.10
20 H 0.06
21 H 0.11
22 H 0.09
23 H 0.09
24 H 0.10
25 H 0.12
26 H 0.10
27 H 0.09
28 H 0.08
29 H 0.09
30 H 0.06
31 H 0.07
32 H 0.09
33 C 0.03
34 N -0.43
35 O 0.05
36 O 0.05
37 H 0.08
38 H 0.08
39 H 0.07
40 C 0.05
41 N -0.40
42 O 0.05
43 O 0.04
44 H 0.10
45 H 0.11
46 H 0.04
47 C 0.04
48 N -0.43
49 O 0.04
50 O 0.06
51 H 0.10
52 H 0.10
53 H 0.06
54 C 0.05
55 N -0.42
56 O 0.02
57 O 0.09
58 H 0.10
59 H 0.11
60 H 0.05
61 C 0.05
62 N -0.42
63 O 0.04
64 O 0.03
65 H 0.10
66 H 0.11
67 H 0.07
68 C 0.05
69 N -0.45
70 O 0.07
71 O 0.05
72 H 0.09
73 H 0.10
74 H 0.10
75 C 0.06
76 N -0.43
77 O 0.05
78 O 0.08
79 H 0.10
80 H 0.10
81 H 0.10
82 C 0.06
83 N -0.42
84 O 0.07
85 O 0.06
86 H 0.10
87 H 0.10
88 H 0.10
89 C 0.04
90 N -0.45
91 O 0.06
92 O 0.06
93 H 0.09
94 H 0.07
95 H 0.10
96 C 0.05
97 N -0.45
98 O 0.05
99 O 0.06



2.
Formula: C6H7BrS
Source: OMol25
Level of theory: ωB97M-V/def2-TZVPD

```
15
Properties=species:S:1:pos:R:3
C -1.0798 1.3434 0.3232
C -0.5461 0.7191 1.4629
C -0.9677 0.8195 -0.9200
C 0.2745 -0.3221 1.3648
C -0.1825 -0.4161 -1.0937
C 0.7669 -0.7176 0.0773
S 1.6688 -2.1739 -0.0176
Br 2.5399 0.9923 -0.1534
H -1.6777 2.2234 0.5245
H -0.9037 1.0487 2.4534
H -1.4186 1.3410 -1.8219
H 0.7082 -0.7553 2.2293
H -0.8371 -1.2987 -1.0804
H 0.2797 -0.6236 -2.0467
H 1.3751 -2.1802 -1.3018
```

## Properties
Total charge ... 0

Charges computed using natural (NBO), reported in e:
1 C -0.24
2 C -0.13
3 C -0.11
4 C -0.29
5 C -0.54
6 C 0.01
7 S 0.17
8 Br -0.40
9 H 0.22
10 H 0.22
11 H 0.23
12 H 0.23
13 H 0.26
14 H 0.25
15 H 0.12



3.
Formula: C5H11N6
Source: OMol25
Level of theory: ωB97M-V/def2-TZVPD

```
22
Properties=species:S:1:pos:R:3
C -3.4468 0.0606 -0.0957
C -1.3134 0.4833 -0.3118
C -1.4817 -0.7774 0.1784
C 0.2952 1.5782 -0.1386
C 0.6520 -1.7542 0.0156
N -2.8468 -1.0294 0.2668
N -2.5953 1.0645 -0.3834
N -0.5847 -1.7660 0.3996
N 0.7733 1.2739 1.1188
N 1.4718 -2.8344 0.0795
N 1.1898 1.1163 -1.1255
H -4.5519 0.1491 0.0504
H -0.1578 2.6920 -0.1608
H 0.9437 -0.8189 -0.5244
H -2.7429 2.1401 -0.4621
H -1.0958 -2.4810 0.9110
H 0.7422 0.2531 1.2664
H 0.4040 1.7362 1.8439
H 1.3786 -3.4148 0.8463
H 2.4470 -2.4578 -0.1881
H 1.2869 1.6621 -1.9405
H 2.0719 0.9627 -0.6713
```

## Properties
Total charge ... +1

Charges computed using natural (NBO), reported in e:
1 C 0.20
2 C 0.05
3 C 0.11
4 C 0.21
5 C 0.33
6 N -0.46
7 N -0.55
8 N -0.48
9 N -0.82
10 N -0.72
11 N -0.86
12 H 0.23
13 H 0.22
14 H 0.26
15 H 0.45
16 H 0.45
17 H 0.35
18 H 0.39
19 H 0.41
20 H 0.43
21 H 0.41
22 H 0.38



For the records above, the corresponding E_tot values read -80549.3175, -87211.4650, -14295.5547 eV.